--- a ---
Entry from the OMol25 dataset: 2 unconnected molecules or ions with the total composition C2H7N3O2 (ωB97M-V with the def2-TZVPD basis set).

```
14
Properties=species:S:1:pos:R:3:mulliken_charge:R:1
O 0.14084 1.65457 1.42934 -0.44
O -0.48606 3.53819 0.42627 -0.45
N -0.44420 -2.80302 0.10098 -0.71
N 1.53749 -1.56280 -0.40666 -0.47
N -0.49289 -1.10079 -1.44096 -0.48
C -0.62613 2.37161 0.58837 0.26
C 0.19416 -1.92225 -0.56123 0.59
H 0.03121 -0.62400 -2.15668 0.21
H 0.20255 -3.35613 0.65613 0.21
H 2.05908 -1.41319 -1.25575 0.22
H -1.33461 -1.54198 -1.78557 0.26
H -0.12097 0.72447 1.35262 0.35
H -1.38982 1.77477 0.07205 0.25
H 2.02036 -2.17660 0.23047 0.21
```

Its SMILES is N=C(N)N.O=CO. The LUMO energy is 0.44 eV. As for the HOMO-LUMO gap: 10.059 eV. As for the multiplicity: 1.

--- b ---
Entry from the OMol25 dataset: C2H7N3O2 in the gas phase (ωB97M-V with the def2-TZVPD basis set).

```
14
Properties=species:S:1:pos:R:3:mulliken_charge:R:1
O 3.09506 0.35396 0.49748 -0.64
O 1.09493 -1.21308 -0.88116 -0.65
N -0.24718 0.41856 -0.03308 -0.33
N 1.03549 -0.14181 -0.33517 0.84
N 1.88297 0.64282 0.21727 0.14
C -0.70176 -0.38264 1.14216 -0.87
C -1.19373 0.22079 -1.21605 -0.75
H -1.23447 -0.94427 -1.32879 0.30
H 1.44492 1.58351 0.58787 0.34
H -0.01977 -0.17933 1.94710 0.31
H -0.64765 0.77846 -1.90799 0.36
H -0.49241 -1.48330 0.87535 0.36
H -1.71829 -0.15990 1.42635 0.33
H -2.29809 0.50622 -0.99135 0.24
```

The LUMO energy is 0.61 eV. As for the HOMO-LUMO gap: 9.257 eV. As for the multiplicity: 1.

--- c ---
Entry from the OMol25 dataset: 2 unconnected molecules or ions with the total composition C2H7N3O2 (ωB97M-V with the def2-TZVPD basis set).

```
14
Properties=species:S:1:pos:R:3:mulliken_charge:R:1
O 2.39760 0.52673 0.04920 -0.60
O 0.26865 1.86429 -0.45003 -0.47
N -1.67913 0.76443 -0.04993 -0.43
N 0.38969 -0.49209 -0.63568 0.05
N -0.22526 -1.74229 -0.44991 -0.63
C 1.52939 -0.32805 0.32764 0.00
C -0.32483 0.73788 -0.10811 0.16
H -0.87705 -1.91658 -1.20380 0.27
H 0.42659 0.41835 1.20795 0.11
H 1.73369 -1.25681 0.87736 0.39
H -2.09136 1.67027 0.11579 0.25
H 1.30061 1.65827 -0.39881 0.45
H -0.69523 -1.83870 0.45290 0.24
H -2.15334 -0.06570 0.26542 0.20
```

The LUMO energy is 0.55 eV. As for the HOMO-LUMO gap: 9.206 eV. As for the multiplicity: 1.

--- d ---
Entry from the OMol25 dataset: 2 unconnected molecules or ions with the total composition C2H7N3O2 (ωB97M-V with the def2-TZVPD basis set).

```
14
Properties=species:S:1:pos:R:3:mulliken_charge:R:1
O -1.38502 1.28770 -0.97964 -0.38
O -1.93557 -0.80391 -0.32169 -0.63
N 0.85017 -1.44578 -0.13451 -0.61
N -1.38095 0.26124 0.01300 0.61
N 1.48748 0.53814 -1.10858 -0.63
C -0.75816 0.48095 1.12744 -0.76
C 1.35925 -0.14673 -0.09527 -0.04
H 0.11215 -1.61648 -0.89032 0.34
H -0.36923 1.39097 1.49446 0.35
H 0.44573 -1.70671 0.85700 0.28
H -0.78571 -0.40244 1.88618 0.40
H 1.77967 1.51656 -1.01941 0.23
H 1.81864 -0.07483 0.91784 0.46
H -1.23845 0.72132 -1.74650 0.37
```

Its SMILES is C=[N+]([O-])O.[H]/N=C/N. The LUMO energy is 0.57 eV. As for the HOMO-LUMO gap: 9.912 eV. As for the multiplicity: 1.

Going by the energies, a is most stable and the next is 0.1434 hartree up.

--- a ---
Entry from the OMol25 dataset: C3H3NO2 in the gas phase (ωB97M-V with the def2-TZVPD basis set).

```
9
Properties=species:S:1:pos:R:3:mulliken_charge:R:1
O 2.17033 0.09042 -0.25241 -0.46
O -1.07313 -1.02499 0.13169 -0.14
N 0.28080 -1.21113 0.05081 -0.29
C 0.83677 -0.02930 -0.12515 0.76
C -0.07310 1.10680 -0.23353 -0.94
C -1.27756 0.37316 0.00671 0.01
H -1.16021 0.89782 1.00268 0.26
H 2.54938 -0.80722 -0.21299 0.36
H -2.25328 0.60444 -0.36782 0.46
```

The LUMO energy is -0.64 eV. As for the HOMO-LUMO gap: 9.145 eV. As for the multiplicity: 1.

--- b ---
Entry from the OMol25 dataset: C3H3NO2 in the gas phase (ωB97M-V with the def2-TZVPD basis set).

```
9
Properties=species:S:1:pos:R:3:mulliken_charge:R:1
O 1.33680 0.86355 -0.45202 -0.32
O -2.15598 0.31706 0.12358 -0.47
N 1.06025 -0.17569 0.44834 -0.31
C 0.27117 1.00844 0.51924 0.18
C -0.02640 -0.96503 -0.35493 -0.30
C -1.01206 0.09970 -0.03559 0.36
H 0.35699 1.84047 1.26758 0.34
H 0.36469 -0.97479 -1.47552 0.24
H -0.19546 -2.01371 -0.04068 0.28
```

Its SMILES is O=C1CN2O[C@@H]12. The LUMO energy is 0.80 eV. As for the HOMO-LUMO gap: 10.770 eV. As for the multiplicity: 1.

--- c ---
Entry from the OMol25 dataset: C3H3NO2 in the gas phase (ωB97M-V with the def2-TZVPD basis set).

```
9
Properties=species:S:1:pos:R:3:mulliken_charge:R:1
O -0.34514 -0.79608 -1.57239 -0.48
O -1.63899 0.73349 0.40228 -0.49
N 2.05926 1.14484 0.11676 -0.40
C 1.46265 -0.05486 -0.17093 0.22
C -0.54096 0.37577 0.82934 -0.03
C 0.09816 -0.67251 -0.20941 0.05
H -0.01436 -1.55682 0.39096 0.29
H -0.12685 0.69023 1.76319 0.45
H -0.95378 0.13594 -1.54980 0.39
```

Its SMILES is N#C[C@H](O)C=O. The LUMO energy is -0.31 eV. As for the HOMO-LUMO gap: 10.299 eV. As for the multiplicity: 1.

Going by the energies, b is most stable and the next is 0.0100 hartree up.

--- a ---
Entry from the OMol25 dataset: 2 unconnected molecules or ions with the total composition C3H3NO2 (ωB97M-V with the def2-TZVPD basis set).

```
9
Properties=species:S:1:pos:R:3:mulliken_charge:R:1
O -0.28551 -1.40458 1.63264 -0.38
O -1.82567 1.52884 0.15877 -0.44
N -0.56792 -0.29146 0.90670 -0.05
C 0.51093 -0.30723 -1.37403 -0.64
C 1.31529 0.59153 -1.41808 -0.25
C -1.33879 0.56453 0.59652 0.49
H -0.16105 -1.00955 -1.40783 0.56
H 0.45928 -1.22134 2.31135 0.37
H 1.89345 1.54928 -1.40605 0.33
```

Its SMILES is O=C=NO.C#C. The LUMO energy is 0.30 eV. As for the HOMO-LUMO gap: 9.910 eV. As for the multiplicity: 1.

--- b ---
Entry from the OMol25 dataset: a molecular structure, C3H3NO2 (ωB97M-V with the def2-TZVPD basis set).

```
9
Properties=species:S:1:pos:R:3:mulliken_charge:R:1
O -2.36106 -0.68924 0.19939 -0.55
O -0.00664 2.27138 0.22953 -0.44
N -0.29780 -0.00416 0.95325 -0.23
C 0.50948 -0.79760 0.20057 -0.06
C 0.30898 1.13355 0.24760 0.48
C 1.30696 0.18240 -0.33212 -0.11
H 2.30030 0.28418 -0.86207 0.32
H 0.43020 -1.92843 0.06794 0.31
H -2.19043 -0.45209 -0.70409 0.28
```

The LUMO energy (spin up / spin down) is -2.71 / -2.71 eV. As for the HOMO-LUMO gap (spin up / spin down): 7.077 / 7.078 eV. As for the multiplicity: 1.

Going by the energies, a is most stable and the next is 0.0285 hartree up.

--- a ---
Entry from the OMol25 dataset: 3 unconnected molecules or ions with the total composition C3H3NO2 (ωB97M-V with the def2-TZVPD basis set).

```
9
Properties=species:S:1:pos:R:3:mulliken_charge:R:1
O 1.17854 1.95593 -1.88312 -0.17
O -0.89746 0.50617 -0.46697 -0.41
N 2.42287 -1.37991 1.36748 -0.36
C 1.45798 -1.08199 0.81064 0.52
C 1.53780 1.07552 -1.26399 0.13
C -1.80558 0.04573 0.17970 -0.10
H 0.57774 -0.76197 0.28812 -0.10
H -2.80974 -0.06910 -0.25555 0.26
H -1.66214 -0.29039 1.22369 0.23
```

The LUMO energy is -0.08 eV. As for the HOMO-LUMO gap: 11.189 eV. As for the multiplicity: 1.

--- b ---
Entry from the OMol25 dataset: C3H3NO2 in the gas phase (ωB97M-V with the def2-TZVPD basis set).

```
9
Properties=species:S:1:pos:R:3:mulliken_charge:R:1
O -0.12392 1.45898 0.89406 -0.14
O -0.30213 -1.93802 0.65356 -0.50
N -0.18057 0.24841 1.59540 -0.37
C 0.29670 -0.07967 -0.62241 -0.31
C 0.03944 -0.63359 0.66832 0.60
C 0.09721 1.22814 -0.40351 -0.47
H 0.74062 -0.60438 -1.45810 0.40
H -0.64709 -1.75813 -0.26347 0.37
H 0.07975 2.07827 -1.06387 0.43
```

Its SMILES is Oc1ccon1. The LUMO energy is 0.71 eV. As for the HOMO-LUMO gap: 10.933 eV. As for the multiplicity: 1.

Going by the energies, a is most stable and the next is 0.0261 hartree up.